Entry 1:
The following is a DFT calculation (ωB97M-V/def2-TZVPD) of the molecule C4H7NO.

Properties
charge	0
SMILES string	C[C@H]1CC(=O)N1
F_max	0.0565	Eh/bohr

Element x y z (Å)
1 C 0.870 0.742 -1.157
2 C -0.134 0.533 -0.051
3 C -0.958 -0.739 -0.002
4 C -0.332 -1.121 1.323
5 O -0.381 -2.104 2.016
6 N 0.558 -0.032 1.390
7 H 1.397 1.703 -1.083
8 H 1.605 -0.061 -1.103
9 H 0.378 0.714 -2.138
10 H -0.779 1.445 0.037
11 H -2.035 -0.605 0.065
12 H -0.690 -1.412 -0.812
13 H 0.331 0.942 1.468

Entry 2:
The following is a DFT calculation (ωB97M-V/def2-TZVPD) of a structure of composition C8H10F12N2O14S4Zr.

Properties
charge	0
F_max	0.0922	Eh/bohr

Element x y z (Å)
1 Zr 0.628 0.553 0.268
2 C 2.958 -2.165 -5.182
3 F 1.741 -2.668 -5.003
4 F 3.577 -2.798 -6.188
5 F 2.938 -0.884 -5.500
6 S 3.993 -2.339 -3.540
7 O 5.022 -3.405 -3.657
8 O 4.648 -1.014 -3.459
9 N 2.772 -2.438 -2.218
10 S 3.011 -4.053 -1.802
11 O 4.364 -4.417 -1.419
12 O 2.085 -4.419 -0.748
13 C 2.586 -5.248 -3.255
14 F 1.256 -5.258 -3.486
15 F 3.215 -5.028 -4.398
16 F 2.879 -6.506 -2.786
17 C -4.970 2.710 2.287
18 F -5.002 1.438 1.964
19 F -6.194 3.100 2.651
20 F -4.200 2.707 3.338
21 S -4.252 3.688 0.735
22 O -4.681 2.886 -0.419
23 O -4.924 4.981 0.707
24 N -2.416 3.545 0.939
25 S -2.053 5.158 1.071
26 O -0.602 5.129 1.100
27 O -2.687 6.069 0.130
28 C -2.581 5.759 2.863
29 F -1.838 4.999 3.682
30 F -2.221 7.025 2.968
31 F -3.793 5.621 3.147
32 C 1.776 -0.908 6.408
33 C 1.722 -0.372 5.012
34 O 2.237 -0.896 4.036
35 O 1.035 0.574 4.630
36 H 2.770 -1.316 6.590
37 H 1.141 -1.794 6.443
38 H 1.446 -0.226 7.191
39 C -3.689 -3.999 -1.210
40 C -2.865 -2.787 -0.795
41 O -2.461 -1.952 -1.624
42 O -2.491 -2.456 0.329
43 H -3.047 -4.857 -1.408
44 H -4.225 -3.761 -2.130
45 H -4.443 -4.241 -0.461
46 O 4.068 2.372 0.563
47 H 4.936 1.972 0.611
48 H 4.197 3.264 0.887
49 O 0.914 2.646 -2.980
50 H 1.525 3.325 -3.266
51 H 0.197 2.686 -3.614

Entry 3:
The following is a DFT calculation (ωB97M-V/def2-TZVPD) of a cluster of 2 separate species, FO3 in total.

Properties
charge	0
multiplicity	2
F_max	0.0253	Eh/bohr

Element x y z (Å)
1 F 0.813 -0.709 0.500
2 O -1.608 -2.083 0.500
3 O -1.651 -0.833 0.500
4 O -2.724 -0.120 0.500

Entry 4:
The following is a DFT calculation (ωB97M-V/def2-TZVPD) of the molecule CH2N4O.

Properties
charge	0
SMILES string	Nc1nnon1
F_max	0.0895	Eh/bohr

Element x y z (Å)
1 N -1.971 -0.022 -0.083
2 C -0.632 -0.206 0.091
3 N 0.034 1.031 -0.059
4 N 1.244 0.874 0.078
5 O 1.530 -0.552 -0.115
6 N 0.216 -1.125 0.101
7 H -2.792 -0.618 -0.139
8 H -2.307 0.960 0.261

no.,energy (Eh)
1,-286.52858
2,-4311.10322
3,-325.15487
4,-333.44491